{"formula": "C7H9NO3S", "method": "ωB97M-V with the def2-TZVPD basis set", "species": ["C", "C", "C", "C", "C", "C", "C", "N", "O", "O", "O", "S", "H", "H", "H", "H", "H", "H", "H", "H", "H"], "xyz": [[1.065, 1.692, 0.083], [2.159, 1.031, -0.279], [-0.436, 0.497, -0.136], [2.251, -0.336, -0.541], [-1.707, 0.985, -0.212], [3.619, -0.839, -0.959], [-2.989, -0.931, 1.458], [0.028, -0.701, 0.136], [-4.361, 0.770, -0.160], [-3.244, -0.981, -1.299], [1.295, -1.139, -0.122], [-3.185, -0.066, -0.198], [1.031, 2.620, 0.599], [3.198, 1.438, -0.391], [-2.047, 1.963, -0.062], [4.318, -0.925, -0.096], [4.233, -0.197, -1.666], [3.395, -1.819, -1.350], [-3.928, -1.473, 1.931], [-2.110, -1.512, 1.222], [-2.585, -0.077, 2.042]], "orbital_gap_ev": [6.727, 6.733], "e_lumo_ev": [-1.59, -1.58], "e_homo_ev": [-8.31, -8.32]}

=====

{"formula": "C4H12NO3", "method": "ωB97M-V with the def2-TZVPD basis set", "species": ["O", "C", "O", "C", "C", "C", "N", "H", "H", "H", "H", "H", "H", "H", "H", "H", "H", "H", "H", "O"], "xyz": [[-2.705, -0.415, 1.069], [-2.091, 0.045, 0.174], [-2.590, 1.066, -0.651], [-0.795, -0.291, -0.547], [0.215, -1.104, 0.344], [1.484, -1.572, -0.397], [-0.210, 0.997, -1.047], [-3.547, 1.182, -0.514], [-0.892, -1.130, -1.232], [-0.242, -2.113, 0.400], [0.567, -0.647, 1.329], [2.005, -0.810, -0.996], [1.208, -2.499, -0.968], [2.105, -2.119, 0.324], [0.762, 1.027, -0.612], [-0.692, 1.868, -0.719], [-0.185, 1.089, -2.084], [2.617, 1.884, 1.797], [1.343, 1.657, 2.607], [1.644, 1.883, 1.724]], "orbital_gap_ev": 11.685, "e_lumo_ev": -3.52, "e_homo_ev": -15.20, "charge": 1}

=====

{"formula": "C43H40N2O2RuSb2", "method": "ωB97M-V with the def2-TZVPD basis set", "species": ["Ru", "O", "C", "C", "C", "C", "C", "C", "C", "N", "C", "C", "N", "C", "C", "C", "C", "C", "C", "C", "O", "H", "H", "H", "H", "H", "H", "H", "H", "H", "H", "H", "H", "H", "H", "C", "C", "C", "Sb", "C", "C", "C", "C", "C", "C", "C", "C", "C", "C", "C", "C", "Sb", "C", "C", "C", "C", "C", "C", "C", "C", "C", "C", "C", "C", "H", "H", "H", "H", "H", "H", "H", "H", "H", "H", "H", "H", "H", "H", "H", "H", "H", "H", "H", "H", "H", "H", "H", "H", "H", "H"], "xyz": [[1.394, 1.690, 0.441], [1.558, 1.935, -1.494], [2.446, 1.382, -2.302], [2.273, 1.580, -3.686], [3.131, 1.016, -4.595], [4.230, 0.250, -4.176], [4.454, 0.103, -2.836], [3.580, 0.657, -1.875], [3.982, 0.580, -0.504], [3.282, 0.970, 0.499], [3.928, 1.065, 1.819], [2.856, 1.078, 2.895], [1.746, 1.899, 2.411], [1.147, 2.746, 3.185], [0.060, 3.588, 2.830], [-0.366, 4.522, 3.811], [-1.396, 5.383, 3.576], [-2.049, 5.332, 2.330], [-1.675, 4.437, 1.364], [-0.606, 3.539, 1.576], [-0.336, 2.678, 0.620], [1.439, 2.189, -3.997], [2.962, 1.177, -5.653], [4.903, -0.187, -4.901], [5.323, -0.442, -2.482], [4.986, 0.202, -0.307], [4.495, 1.997, 1.858], [4.618, 0.232, 1.966], [3.256, 1.459, 3.836], [2.483, 0.067, 3.065], [1.512, 2.833, 4.210], [0.156, 4.547, 4.761], [-1.706, 6.093, 4.330], [-2.868, 6.011, 2.127], [-2.180, 4.399, 0.410], [-0.037, -1.134, 2.577], [-1.530, -0.960, 2.763], [-2.047, 0.426, 2.381], [-2.680, 0.949, 0.348], [-1.876, 1.344, -1.619], [-1.099, 0.548, -2.465], [-0.951, 0.869, -3.807], [-1.553, 2.007, -4.320], [-2.294, 2.824, -3.482], [-2.459, 2.490, -2.143], [-4.112, -0.585, -0.066], [-4.670, -1.350, 0.953], [-5.650, -2.297, 0.676], [-6.090, -2.487, -0.625], [-5.550, -1.716, -1.647], [-4.567, -0.775, -1.370], [0.503, -0.827, 0.552], [-0.562, -2.503, -0.257], [-0.052, -3.721, 0.192], [-0.737, -4.893, -0.095], [-1.909, -4.858, -0.836], [-2.400, -3.648, -1.296], [-1.726, -2.467, -1.011], [2.356, -1.888, 0.510], [2.882, -2.266, -0.722], [4.091, -2.944, -0.794], [4.784, -3.258, 0.368], [4.255, -2.909, 1.603], [3.043, -2.231, 1.671], [0.271, -2.151, 2.825], [0.521, -0.435, 3.200], [-1.763, -1.138, 3.820], [-2.066, -1.729, 2.200], [-1.358, 1.218, 2.680], [-3.009, 0.630, 2.849], [-0.611, -0.339, -2.108], [-0.360, 0.226, -4.448], [-1.444, 2.257, -5.367], [-2.764, 3.719, -3.869], [-3.066, 3.123, -1.506], [-4.356, -1.219, 1.982], [-6.071, -2.884, 1.482], [-6.854, -3.222, -0.841], [-5.896, -1.845, -2.665], [-4.157, -0.185, -2.185], [0.864, -3.773, 0.763], [-0.345, -5.837, 0.262], [-2.435, -5.777, -1.056], [-3.316, -3.606, -1.870], [-2.133, -1.543, -1.369], [2.353, -2.036, -1.641], [4.488, -3.233, -1.759], [5.723, -3.793, 0.311], [4.777, -3.179, 2.512], [2.632, -1.995, 2.646]], "spin_multiplicity": 2, "orbital_gap_ev": [5.190, 5.573], "e_lumo_ev": [-4.20, -3.83], "e_homo_ev": [-9.39, -9.40], "charge": 1}

=====

{"formula": "CH4IN2O", "method": "ωB97M-V with the def2-TZVPD basis set", "species": ["C", "N", "N", "O", "I", "H", "H", "H", "H"], "xyz": [[1.164, -0.319, 0.073], [2.444, -0.178, 0.007], [0.044, -0.155, 0.068], [-2.216, 0.597, 0.108], [-4.222, 0.033, 0.005], [2.661, -0.741, -0.821], [3.080, -0.431, 0.814], [-1.043, -0.266, 0.092], [-1.912, 1.460, -0.345]], "orbital_gap_ev": 8.421, "e_lumo_ev": -5.12, "e_homo_ev": -13.54, "charge": 1}

=====

{"formula": "CH4N3", "method": "ωB97M-V with the def2-TZVPD basis set", "species": ["C", "N", "N", "N", "H", "H", "H", "H"], "xyz": [[-0.241, 0.272, 0.785], [-2.468, 0.233, -0.079], [-1.434, 0.230, 0.313], [1.321, -0.633, -0.744], [0.099, -0.508, 1.461], [0.268, 1.229, 0.841], [1.752, 0.211, -1.123], [0.703, -1.035, -1.453]], "orbital_gap_ev": [9.406, 8.782], "e_lumo_ev": [-6.70, -8.12], "e_homo_ev": [-16.10, -16.90], "charge": 1}

=====

{"formula": "C5H7N2O2", "method": "ωB97M-V with the def2-TZVPD basis set", "species": ["C", "C", "C", "C", "C", "N", "N", "O", "O", "H", "H", "H", "H", "H", "H", "H"], "xyz": [[-0.483, -0.354, -0.068], [-1.974, -0.625, -0.065], [0.509, -1.322, 0.259], [1.760, -0.478, 0.079], [1.292, 0.959, -0.096], [-2.042, 1.683, 0.320], [-0.111, 0.837, -0.208], [-2.543, -1.632, -0.168], [-2.647, 0.626, -0.082], [0.240, -1.748, 1.303], [0.348, -2.116, -0.461], [2.478, -0.593, 0.770], [2.155, -0.747, -0.978], [1.488, 1.682, 0.644], [1.746, 1.427, -0.969], [-2.216, 2.400, -0.279]], "orbital_gap_ev": [8.247, 8.238], "e_lumo_ev": [-7.30, -7.31], "e_homo_ev": [-15.54, -15.55], "charge": 1}

=====

{"formula": "C5H8FO4S", "method": "ωB97M-V with the def2-TZVPD basis set", "species": ["C", "C", "C", "C", "C", "O", "O", "O", "O", "F", "S", "H", "H", "H", "H", "H", "H", "H", "H"], "xyz": [[0.669, -1.342, -0.143], [1.016, -2.398, 0.796], [-0.291, 2.229, 0.327], [-0.275, 0.959, -0.415], [0.354, -0.060, 0.388], [3.513, 0.882, -1.508], [0.634, -1.528, -1.380], [3.818, 1.399, 0.934], [4.472, -0.836, 0.041], [0.358, 0.123, 1.708], [3.682, 0.408, -0.137], [1.813, -3.036, 0.498], [1.258, -1.951, 1.775], [0.152, -2.999, 0.899], [-1.006, 2.046, 1.198], [-0.456, 3.034, -0.342], [0.769, 2.504, 0.776], [-1.331, 0.650, -0.742], [0.299, 0.767, -1.302]], "orbital_gap_ev": [5.681, 8.395], "e_lumo_ev": [2.60, 3.54], "e_homo_ev": [-3.08, -4.86], "charge": -1}

=====

{"formula": "C26H16Cl4N2O", "method": "ωB97M-V with the def2-TZVPD basis set", "species": ["O", "C", "C", "C", "C", "C", "C", "C", "Cl", "C", "C", "C", "Cl", "C", "C", "C", "N", "C", "C", "C", "C", "C", "C", "C", "Cl", "N", "C", "C", "C", "C", "Cl", "C", "C", "H", "H", "H", "H", "H", "H", "H", "H", "H", "H", "H", "H", "H", "H", "H", "H"], "xyz": [[-1.613, -0.432, -1.843], [-0.296, 0.003, -1.473], [0.850, -0.964, -1.838], [2.172, -0.590, -1.484], [3.261, -1.411, -1.734], [3.126, -2.674, -2.307], [1.824, -3.100, -2.622], [0.701, -2.284, -2.410], [-0.856, -2.949, -2.791], [-0.115, 1.328, -2.165], [-0.311, 1.470, -3.538], [-0.117, 2.711, -4.108], [-0.285, 2.788, -5.822], [0.203, 3.851, -3.345], [0.383, 3.692, -1.929], [0.273, 2.408, -1.340], [0.450, 2.271, 0.030], [0.098, 1.179, 0.661], [0.267, 1.225, 2.145], [-0.243, 2.313, 2.892], [-0.052, 2.437, 4.276], [0.544, 1.381, 4.988], [1.035, 0.283, 4.272], [0.906, 0.190, 2.880], [1.597, -1.219, 2.156], [-0.444, 0.062, -0.001], [-1.291, -0.841, 0.727], [-1.042, -2.224, 0.660], [-1.834, -3.172, 1.308], [-2.968, -2.750, 2.052], [-4.006, -3.935, 2.865], [-3.231, -1.394, 2.112], [-2.417, -0.459, 1.443], [-1.941, -0.903, -1.066], [2.339, 0.384, -1.000], [4.288, -1.158, -1.486], [3.969, -3.363, -2.460], [1.673, -4.092, -3.002], [-0.555, 0.556, -4.103], [0.321, 4.795, -3.839], [0.681, 4.515, -1.298], [-0.780, 3.105, 2.371], [-0.366, 3.337, 4.819], [0.767, 1.405, 6.045], [1.603, -0.480, 4.820], [-0.184, -2.586, 0.078], [-1.617, -4.197, 1.203], [-4.100, -1.100, 2.695], [-2.665, 0.587, 1.509]], "orbital_gap_ev": 8.016, "e_lumo_ev": -0.13, "e_homo_ev": -8.15}

=====

{"formula": "C4H11N5", "method": "ωB97M-V with the def2-TZVPD basis set", "species": ["C", "C", "C", "C", "N", "N", "N", "N", "N", "H", "H", "H", "H", "H", "H", "H", "H", "H", "H", "H"], "xyz": [[1.006, -0.012, 0.831], [-0.359, 0.497, -1.933], [-0.854, -1.027, -0.023], [1.632, 0.100, -0.487], [-0.145, -0.502, 1.013], [-0.035, 1.102, -2.991], [-0.957, -0.242, -1.273], [2.583, 0.945, -0.679], [0.111, -1.950, 4.173], [1.589, 0.382, 1.671], [-0.514, -1.973, -0.402], [-1.856, -1.256, 0.431], [1.741, -0.802, -1.105], [0.259, 2.073, -3.088], [3.048, 0.818, -1.560], [3.032, 1.610, -0.136], [-0.503, 0.656, -3.853], [0.487, -2.794, 3.757], [-0.968, -1.827, 4.311], [0.770, -1.496, 4.811]], "orbital_gap_ev": [3.385, 3.385], "e_lumo_ev": [-10.95, -10.95], "e_homo_ev": [-14.33, -14.33], "charge": 2}

=====

{"formula": "C5H12N2", "method": "ωB97M-V with the def2-TZVPD basis set", "species": ["C", "C", "C", "C", "N", "C", "N", "H", "H", "H", "H", "H", "H", "H", "H", "H", "H", "H", "H"], "xyz": [[2.088, -0.571, -1.496], [0.925, 0.116, -0.808], [0.536, -0.339, 0.621], [-0.687, -1.220, 0.788], [-2.030, -0.561, 0.803], [-2.274, 0.700, 0.846], [-1.430, 1.823, 0.799], [2.356, -0.234, -2.445], [2.944, -0.667, -0.858], [1.770, -1.635, -1.660], [1.097, 1.166, -0.778], [0.000, -0.019, -1.440], [0.511, 0.601, 1.215], [1.426, -0.956, 1.028], [-0.601, -1.755, 1.734], [-0.774, -2.026, 0.053], [-3.366, 0.969, 0.910], [-0.501, 1.901, 0.237], [-1.990, 2.708, 0.451]], "orbital_gap_ev": 9.826, "e_lumo_ev": 0.94, "e_homo_ev": -8.88}

=====

{"formula": "C4H13NS", "method": "ωB97M-V with the def2-TZVPD basis set", "species": ["C", "C", "N", "H", "H", "H", "H", "H", "H", "H", "C", "C", "S", "H", "H", "H", "H", "H", "H"], "xyz": [[-0.077, 0.188, 2.599], [-0.919, -1.019, 2.194], [-1.333, -0.884, 0.771], [0.329, 0.074, 3.606], [0.770, 0.272, 1.916], [-0.651, 1.117, 2.556], [-0.369, -1.961, 2.251], [-1.809, -1.142, 2.817], [-1.978, -0.129, 0.575], [-1.743, -1.752, 0.451], [-0.451, 1.560, -2.001], [0.793, 0.704, -2.240], [1.238, -0.323, -0.811], [-0.287, 2.331, -1.242], [-1.292, 0.966, -1.632], [-0.753, 2.082, -2.914], [1.629, 1.364, -2.464], [0.610, 0.073, -3.109], [0.047, -0.539, -0.035]], "orbital_gap_ev": 8.924, "e_lumo_ev": 0.90, "e_homo_ev": -8.02}

=====

{"formula": "C4H9N2S", "method": "ωB97M-V with the def2-TZVPD basis set", "species": ["C", "C", "N", "C", "S", "C", "N", "H", "H", "H", "H", "H", "H", "H", "H", "H"], "xyz": [[1.470, 0.737, -0.144], [0.773, -0.521, 0.453], [0.359, -1.340, -0.656], [-0.441, 0.037, 1.255], [-0.711, -0.084, 2.835], [-1.477, 0.766, 0.375], [-1.710, 0.246, -0.757], [1.610, 1.517, 0.708], [0.826, 1.110, -0.921], [2.285, 0.513, -0.713], [1.358, -1.023, 1.085], [0.042, -2.306, -0.434], [0.967, -1.180, -1.417], [-1.876, 1.713, 0.673], [-2.412, 0.530, -1.467], [-1.063, -0.713, -0.874]], "orbital_gap_ev": 7.865, "e_lumo_ev": -5.47, "e_homo_ev": -13.33, "charge": 1}

=====

{"formula": "C5H9Br", "method": "ωB97M-V with the def2-TZVPD basis set", "species": ["C", "C", "C", "C", "C", "Br", "H", "H", "H", "H", "H", "H", "H", "H", "H"], "xyz": [[-1.325, 1.696, 1.710], [-1.249, 0.573, 1.018], [0.011, -0.115, 0.675], [0.078, -0.161, -1.153], [1.253, -1.019, -1.541], [0.347, 1.684, -1.717], [-2.266, 2.177, 1.912], [-0.442, 2.169, 2.109], [-2.147, 0.111, 0.623], [0.905, 0.389, 1.012], [-0.004, -1.169, 0.934], [-0.884, -0.488, -1.527], [1.448, -0.965, -2.613], [2.153, -0.689, -1.021], [1.064, -2.060, -1.275]], "orbital_gap_ev": 10.387, "e_lumo_ev": 1.04, "e_homo_ev": -9.35}

=====

{"formula": "C7H8", "method": "ωB97M-V with the def2-TZVPD basis set", "species": ["C", "C", "C", "C", "C", "C", "C", "H", "H", "H", "H", "H", "H", "H", "H"], "xyz": [[0.821, 1.557, 0.583], [-0.397, -0.462, 0.550], [-0.497, -1.070, -0.843], [-1.351, -0.239, -1.694], [-2.059, 0.460, -2.367], [0.677, -0.889, 1.370], [1.737, -0.806, 1.958], [1.465, 0.894, 0.030], [0.895, 2.608, 0.247], [0.539, 1.461, 1.620], [-1.351, -0.324, 1.062], [0.508, -1.147, -1.273], [-0.896, -2.099, -0.831], [-2.681, 1.080, -2.971], [2.590, -1.027, 2.559]], "orbital_gap_ev": [8.479, 8.510], "e_lumo_ev": [-0.11, 0.01], "e_homo_ev": [-8.59, -8.50]}